DFT (ωB97M-V/def2-TZVPD) results for 10 unconnected molecules or ions with the total composition C20H29Cl27N4OPS2.

Output
highest occupied orbital energy = -11.74 eV
spin multiplicity = 1
E_tot = -14636.26927 a.u.
strongest force on any atom = 4.55 eV/A
net charge = +1
HOMO-LUMO gap = 8.06 eV
LUMO level = -3.680 eV
M = 1393.82 g/mol

Bonds (Å) are listed after each position.
Cartesian coordinates (Å):
1 N 5.755 -1.569 2.657  P2 1.771, H20 1.029, H21 1.034
2 P 4.613 -0.217 2.712  N1 1.771, O3 1.699, C4 1.878
3 O 3.368 -0.761 3.732  P2 1.699, H22 0.972
4 C 4.077 0.007 0.926  P2 1.878, C5 1.606, C8 1.607, H23 1.131
5 C 4.026 -1.276 -0.038  C4 1.606, N6 1.513, H24 1.126, H25 1.113
6 N 2.921 -1.205 -1.069  C5 1.513, C7 1.528, H26 1.032, H27 1.035
7 C 2.117 0.024 -0.646  N6 1.528, C8 1.585, H28 1.122, H29 1.128
8 C 2.767 0.854 0.539  C4 1.607, C7 1.585, C9 1.581, H30 1.130
9 C 1.836 1.483 1.652  C8 1.581, C10 1.584, H31 1.121, H32 1.130
10 C 0.277 1.394 1.383  C9 1.584, C11 1.606, H33 1.118, H34 1.130
11 C -0.485 0.258 2.225  C10 1.606, S12 1.834, H35 1.116, H36 1.131
12 S -1.811 -0.443 1.170  C11 1.834, C13 1.791
13 C -1.508 -2.111 0.589  S12 1.791, S14 1.664, N15 1.437
14 S -2.818 -2.850 -0.121  C13 1.664
15 N -0.291 -2.874 0.615  C13 1.437, C16 1.399, C19 1.431
16 C 0.961 -2.714 1.220  N15 1.399, C17 1.445, H37 1.107
17 C 1.848 -3.826 0.965  C16 1.445, N18 1.422, H38 1.118
18 N 1.095 -4.689 0.123  C17 1.422, C19 1.354
19 C -0.117 -4.117 -0.073  N15 1.431, N18 1.354, H39 1.106
20 H 5.438 -2.295 2.000  N1 1.029
21 H 5.642 -2.022 3.579  N1 1.034
22 H 2.505 -0.852 3.293  O3 0.972
23 H 4.916 0.637 0.504  C4 1.131
24 H 4.963 -1.168 -0.652  C5 1.126
25 H 3.975 -2.257 0.486  C5 1.113
26 H 2.376 -2.075 -1.171  N6 1.032
27 H 3.309 -1.092 -2.022  N6 1.035
28 H 1.086 -0.389 -0.488  C7 1.122
29 H 2.104 0.628 -1.599  C7 1.128
30 H 3.181 1.758 0.003  C8 1.130
31 H 2.021 1.119 2.696  C9 1.121
32 H 2.079 2.586 1.677  C9 1.130
33 H -0.017 1.286 0.309  C10 1.118
34 H -0.153 2.385 1.715  C10 1.130
35 H 0.198 -0.468 2.726  C11 1.116
36 H -1.002 0.807 3.069  C11 1.131
37 H 1.265 -1.845 1.835  C16 1.107
38 H 2.888 -3.953 1.353  C17 1.118
39 H -0.816 -4.669 -0.728  C19 1.106
40 C -5.644 0.215 1.221  Cl41 1.768, Cl42 1.767, Cl43 1.768, H44 1.085
41 Cl -6.466 -0.570 2.575  C40 1.768
42 Cl -6.213 -0.441 -0.318  C40 1.767
43 Cl -5.886 1.965 1.283  C40 1.768
44 H -4.581 0.014 1.304  C40 1.085
45 C -7.248 -0.983 6.392  Cl46 1.767, Cl47 1.769, Cl48 1.768, H49 1.086
46 Cl -8.708 -0.517 7.272  C45 1.767
47 Cl -7.667 -1.756 4.857  C45 1.769
48 Cl -6.212 0.423 6.120  C45 1.768
49 H -6.700 -1.699 6.996  C45 1.086
50 C 6.371 -2.434 -3.313  Cl51 1.769, Cl52 1.760, Cl53 1.776, H54 1.086
51 Cl 6.213 -3.411 -1.847  C50 1.769
52 Cl 6.905 -3.427 -4.665  C50 1.760
53 Cl 4.834 -1.634 -3.707  C50 1.776
54 H 7.119 -1.666 -3.134  C50 1.086
55 C -9.751 3.150 6.882  Cl56 1.768, Cl57 1.767, Cl58 1.767, H59 1.086
56 Cl -11.434 3.689 6.840  C55 1.768
57 Cl -8.805 3.971 5.637  C55 1.767
58 Cl -9.050 3.423 8.481  C55 1.767
59 H -9.729 2.083 6.678  C55 1.086
60 C 5.581 -0.210 -7.633  Cl61 1.768, Cl62 1.767, Cl63 1.770, H64 1.086
61 Cl 6.964 0.423 -6.731  C60 1.768
62 Cl 5.843 -1.904 -8.064  C60 1.767
63 Cl 4.092 -0.028 -6.695  C60 1.770
64 H 5.479 0.362 -8.550  C60 1.086
65 C -9.838 4.812 1.717  Cl66 1.767, Cl67 1.768, Cl68 1.765, H69 1.086
66 Cl -8.521 3.652 1.509  C65 1.767
67 Cl -10.719 5.038 0.201  C65 1.768
68 Cl -10.928 4.276 2.998  C65 1.765
69 H -9.411 5.766 2.009  C65 1.086
70 C -12.000 8.450 -1.058  Cl71 1.767, Cl72 1.767, Cl73 1.767, H74 1.086
71 Cl -13.679 8.997 -1.112  C70 1.767
72 Cl -11.041 9.263 -2.300  C70 1.767
73 Cl -11.307 8.726 0.544  C70 1.767
74 H -11.982 7.383 -1.258  C70 1.086
75 C 7.480 -5.364 -7.909  Cl76 1.769, Cl77 1.766, Cl78 1.766, H79 1.086
76 Cl 8.877 -4.868 -6.944  C75 1.769
77 Cl 7.794 -5.117 -9.629  C75 1.766
78 Cl 7.070 -7.052 -7.586  C75 1.766
79 H 6.633 -4.747 -7.625  C75 1.086
80 C 10.430 -0.387 -3.659  Cl81 1.764, Cl82 1.769, Cl83 1.769, H84 1.086
81 Cl 10.994 0.495 -5.079  C80 1.764
82 Cl 9.510 0.680 -2.588  C80 1.769
83 Cl 9.447 -1.777 -4.140  C80 1.769
84 H 11.297 -0.752 -3.116  C80 1.086

=====

DFT (ωB97M-V/def2-TZVPD) results for 2 unconnected molecules or ions with the total composition C5H3NO.

Output
highest occupied orbital energy = -9.91 eV
spin multiplicity = 1
E_tot = -322.18507 a.u.
energy relative to the best compared isomer or geometry (same formula, charge and spin) = 67.0 kcal per mole
SMILES = N#CC=C=O.C#C
strongest force on any atom = 1.36 eV/A
HOMO-LUMO gap = 10.09 eV
LUMO level = 0.181 eV
M = 93.08 g/mol

Bonds (Å) are listed after each position.
Cartesian coordinates (Å):
1 N 2.808 -0.809 -0.120  C2 1.162
2 C 1.924 -0.064 -0.017  N1 1.162, C3 1.416
3 C 0.992 0.992 0.133  C2 1.416, C4 1.321, H6 1.086
4 C -0.278 1.163 0.451  C3 1.321, O5 1.160
5 O -1.290 1.645 0.749  C4 1.160
6 H 1.359 2.005 0.272  C3 1.086
7 C -1.900 -0.941 -0.291  C8 1.204, H9 1.069
8 C -0.866 -1.538 -0.447  C7 1.204, H10 1.070
9 H -2.797 -0.378 -0.143  C7 1.069
10 H 0.048 -2.075 -0.587  C8 1.070

=====

DFT (ωB97M-V/def2-TZVPD) results for C4H6O in the gas phase.

Output
highest occupied orbital energy = -9.55 eV
spin multiplicity = 1
E_tot = -231.11268 a.u.
energy relative to the best compared isomer or geometry (same formula, charge and spin) = 69.7 kcal per mole
SMILES = C#CCOC
strongest force on any atom = 1.11 eV/A
HOMO-LUMO gap = 10.43 eV
LUMO level = 0.880 eV
M = 70.09 g/mol

Bonds (Å) are listed after each position.
Cartesian coordinates (Å):
1 C 0.952 -1.633 -0.583  C2 1.209, H6 1.061
2 C -0.063 -1.279 -1.136  C1 1.209, C3 1.477
3 C -1.047 -0.279 -0.673  C2 1.477, O4 1.419, H7 1.093, H8 1.098
4 O -0.635 0.062 0.641  C3 1.419, C5 1.411
5 C 0.344 1.057 0.844  O4 1.411, H9 1.099, H10 1.104, H11 1.092
6 H 1.799 -1.860 0.014  C1 1.061
7 H -2.057 -0.684 -0.560  C3 1.093
8 H -1.082 0.591 -1.342  C3 1.098
9 H 0.665 1.570 -0.073  C5 1.099
10 H 1.250 0.677 1.347  C5 1.104
11 H -0.125 1.777 1.518  C5 1.092

=====

DFT (ωB97M-V/def2-TZVPD) results for C24H32FN3O4 in the gas phase.

Output
highest occupied orbital energy = -8.53 eV
spin multiplicity = 1
E_tot = -1498.90079 a.u.
energy relative to the best compared isomer or geometry (same formula, charge and spin) = 3.7 kcal per mole
SMILES = CCCCCCCC(=O)N1CCN(c2cc3c(cc2F)c(=O)c(C(=O)O)cn3CC)CC1
strongest force on any atom = 0.79 eV/A
HOMO-LUMO gap = 8.62 eV
LUMO level = 0.083 eV
M = 445.54 g/mol

Bonds (Å) are listed after each position.
Cartesian coordinates (Å):
1 C 4.041 5.207 -0.173  C2 1.524, H33 1.088, H34 1.087, H35 1.088
2 C 3.042 4.066 -0.320  C1 1.524, C3 1.527, H36 1.091, H37 1.092
3 C 2.250 3.846 0.967  C2 1.527, C4 1.529, H38 1.093, H39 1.093
4 C 1.338 2.620 0.920  C3 1.529, C5 1.527, H40 1.093, H41 1.092
5 C 0.187 2.764 -0.074  C4 1.527, C6 1.530, H42 1.093, H43 1.091
6 C -0.773 1.573 -0.034  C5 1.530, C7 1.534, H44 1.092, H45 1.091
7 C -1.739 1.622 1.157  C6 1.534, C8 1.512, H46 1.091, H47 1.090
8 C -2.396 0.275 1.360  C7 1.512, O9 1.220, N10 1.357
9 O -1.937 -0.527 2.156  C8 1.220
10 N -3.509 -0.027 0.645  C8 1.357, C11 1.441, C32 1.450
11 C -4.066 0.705 -0.464  N10 1.441, C12 1.559, H48 1.087, H49 1.096
12 C -3.716 -0.020 -1.799  C11 1.559, N13 1.449, H50 1.094, H51 1.085
13 N -3.110 -1.306 -1.523  C12 1.449, C14 1.381, C31 1.445
14 C -1.735 -1.436 -1.479  N13 1.381, C15 1.393, C19 1.414
15 C -1.076 -2.174 -0.498  C14 1.393, C16 1.398, H52 1.074
16 C 0.314 -2.321 -0.473  C15 1.398, C17 1.409, N28 1.381
17 C 1.091 -1.659 -1.444  C16 1.409, C18 1.398, C21 1.458
18 C 0.438 -0.956 -2.461  C17 1.398, C19 1.364, H53 1.079
19 C -0.924 -0.879 -2.494  C14 1.414, C18 1.364, F20 1.357
20 F -1.495 -0.242 -3.547  C19 1.357
21 C 2.548 -1.677 -1.425  C17 1.458, O22 1.240, C23 1.443
22 O 3.230 -1.071 -2.265  C21 1.240
23 C 3.110 -2.451 -0.344  C21 1.443, C24 1.495, C27 1.362
24 C 4.589 -2.582 -0.159  C23 1.495, O25 1.208, O26 1.323
25 O 5.057 -3.236 0.741  C24 1.208
26 O 5.336 -1.938 -1.041  C24 1.323, H54 1.000
27 C 2.293 -3.104 0.528  C23 1.362, N28 1.342, H55 1.082
28 N 0.952 -3.084 0.486  C16 1.381, C27 1.342, C29 1.454
29 C 0.234 -3.852 1.490  N28 1.454, C30 1.525, H56 1.093, H57 1.091
30 C -0.021 -3.034 2.752  C29 1.525, H58 1.087, H59 1.086, H60 1.087
31 C -3.948 -2.066 -0.624  N13 1.445, C32 1.550, H61 1.094, H62 1.089
32 C -4.072 -1.359 0.750  N10 1.450, C31 1.550, H63 1.091, H64 1.095
33 H 4.756 4.989 0.617  C1 1.088
34 H 4.590 5.358 -1.099  C1 1.087
35 H 3.529 6.134 0.078  C1 1.088
36 H 2.360 4.296 -1.141  C2 1.091
37 H 3.575 3.148 -0.576  C2 1.092
38 H 1.652 4.735 1.182  C3 1.093
39 H 2.957 3.719 1.791  C3 1.093
40 H 1.930 1.742 0.652  C4 1.093
41 H 0.934 2.451 1.921  C4 1.092
42 H -0.364 3.685 0.131  C5 1.093
43 H 0.597 2.836 -1.082  C5 1.091
44 H -0.188 0.652 0.022  C6 1.092
45 H -1.344 1.546 -0.964  C6 1.091
46 H -1.171 1.818 2.067  C7 1.091
47 H -2.470 2.421 1.031  C7 1.090
48 H -3.696 1.727 -0.479  C11 1.087
49 H -5.153 0.739 -0.330  C11 1.096
50 H -4.626 -0.189 -2.383  C12 1.094
51 H -3.051 0.598 -2.393  C12 1.085
52 H -1.656 -2.599 0.299  C15 1.074
53 H 1.034 -0.489 -3.230  C18 1.079
54 H 4.749 -1.468 -1.700  O26 1.000
55 H 2.753 -3.691 1.312  C27 1.082
56 H 0.846 -4.724 1.734  C29 1.093
57 H -0.702 -4.217 1.063  C29 1.091
58 H 0.924 -2.712 3.182  C30 1.087
59 H -0.543 -3.644 3.484  C30 1.086
60 H -0.621 -2.153 2.542  C30 1.087
61 H -4.932 -2.134 -1.099  C31 1.094
62 H -3.559 -3.079 -0.524  C31 1.089
63 H -3.522 -1.881 1.534  C32 1.091
64 H -5.122 -1.283 1.050  C32 1.095